Entry from the Open Molecules 2025 dataset: a structure of composition C9H10CoNO6 in a non-equilibrium geometry (wB97M-V/def2-TZVPD).

Values from the calculation:
- Energy above the lowest of the compared OMol25 structures with the same formula, charge and spin: 0.612 eV
- Total charge: +1
- E_tot: -60887.237 eV
- Orbital gap (alpha / beta): 0.2939 / 0.2384 Ha
- 2S+1: 4
- HOMO level (alpha / beta): -11.7205 / -12.8321 eV

```
27
Properties=species:S:1:pos:R:3:forces:R:3
O 1.6583 2.8338 1.3479 -3.03 -0.66 -1.63
C 0.6889 2.6562 0.7508 4.83 1.09 2.82
Co -0.8590 2.3848 -0.2997 0.97 -1.45 0.61
O -2.4094 1.6163 2.0901 1.50 0.90 -2.20
C -1.7913 1.9451 1.1800 -3.21 -1.92 4.73
C -2.0527 1.3915 -1.3984 -3.79 -2.45 -3.18
O -2.7485 0.8251 -2.1144 2.06 1.44 1.95
C 0.2118 2.4704 -1.9489 1.86 -0.51 -4.50
O 0.0494 2.3566 -3.1286 0.69 0.47 2.54
C -1.4654 4.0319 -0.4200 -2.12 4.47 -0.29
O -1.9381 5.0703 -0.4748 0.94 -1.80 0.07
H 1.2586 2.7329 -1.4673 -0.57 -0.03 -0.88
C 0.9359 -3.4371 0.8509 0.25 -0.28 -0.13
N 0.3803 -2.0895 0.7600 0.26 0.49 -0.64
C -0.5926 -1.6673 1.7538 -0.47 0.15 0.51
C 0.6714 -1.1661 -0.1898 -0.93 0.06 1.09
C 1.6555 -1.4275 -1.2884 -0.09 -0.38 0.32
O 0.0606 -0.0767 -0.0954 0.33 0.48 -0.58
H 0.4681 -3.9089 1.7347 0.45 0.09 -0.62
H 2.0376 -3.3928 0.9999 -0.73 -0.22 -0.13
H 0.6771 -4.0259 -0.0572 0.30 0.27 0.67
H -0.2249 -0.7783 2.3022 -0.23 -0.44 -0.24
H -1.5539 -1.4061 1.2705 0.46 -0.12 0.29
H -0.7618 -2.4855 2.4703 0.08 0.39 -0.34
H 1.1327 -1.3108 -2.2516 0.34 -0.04 0.34
H 2.4747 -0.6950 -1.2018 -0.30 -0.33 -0.15
H 2.0368 -2.4475 -1.1749 0.16 0.34 -0.40
```
Positions in Å, forces in eV/Å.

=====

Entry from the Open Molecules 2025 dataset: a structure of composition C13H23AuN7 (wB97M-V/def2-TZVPD).

Values from the calculation:
- Energy above the lowest of the compared OMol25 structures with the same formula, charge and spin: 0.362 eV
- Total charge: +1
- E_tot: -27967.816 eV
- Orbital gap (alpha / beta): 0.2630 / 0.2630 Ha
- HOMO level (alpha / beta): -11.2108 / -11.2106 eV

```
44
Properties=species:S:1:pos:R:3:forces:R:3
Au -0.2852 -0.7900 -1.2738 -0.26 0.35 0.21
N -2.0476 -0.4680 -2.9713 0.01 -0.15 -0.18
C -2.2386 -1.7994 -3.5538 -0.03 0.03 0.06
C -0.8849 -2.4508 -3.7818 0.06 -0.08 -0.05
N -0.1662 -2.6390 -2.4976 -0.10 0.21 -0.03
H -2.8992 -0.0871 -2.5800 -0.01 -0.05 0.00
H -1.6932 0.1979 -3.6484 -0.06 -0.04 -0.07
H -2.8029 -1.7774 -4.4889 0.05 -0.04 -0.03
H -2.8105 -2.3942 -2.8381 -0.03 -0.01 -0.04
H -0.2684 -1.8001 -4.4043 0.00 -0.02 -0.02
H -1.0083 -3.3971 -4.3107 0.00 0.00 0.02
H 0.8158 -2.8407 -2.6597 0.02 0.00 0.06
H -0.5420 -3.4334 -1.9891 0.00 0.00 0.00
N 4.4547 -4.0874 0.4457 -0.08 0.01 0.03
N 3.7715 -2.9049 0.2165 -0.03 -0.01 -0.07
N 3.9856 -1.8284 0.9234 0.01 0.03 0.06
C 3.0579 -1.0127 0.4298 -0.03 -0.02 0.01
N 2.3310 -1.5912 -0.5272 0.50 -0.27 -0.07
N 2.8031 -2.8169 -0.6506 0.04 -0.06 0.00
H 5.3607 -3.8411 0.8310 -0.03 -0.04 -0.08
H 4.5424 -4.5725 -0.4412 0.08 0.05 0.06
H 2.9142 -0.0029 0.7703 0.05 0.03 0.01
C -0.6774 -0.1744 2.1590 -0.17 -0.08 -0.04
C -0.9700 0.9566 1.1461 0.38 0.17 0.61
C -2.4547 0.8451 0.7323 0.00 -0.08 -0.26
C -0.1938 0.7397 -0.0962 -0.63 -0.02 -0.38
C -0.6285 2.3102 1.7673 0.00 0.03 -0.01
C -1.5453 3.3472 1.8958 -0.03 -0.06 0.03
C -1.1634 4.5687 2.4363 0.03 0.01 0.01
C 0.1419 4.7746 2.8511 -0.03 0.02 0.00
C 1.0676 3.7489 2.7260 0.02 -0.01 -0.01
C 0.6821 2.5310 2.1914 0.00 0.01 -0.04
H -0.8845 -1.1439 1.7055 0.00 -0.01 -0.01
H -1.3106 -0.0489 3.0375 0.00 0.04 0.00
H 0.3595 -0.1644 2.4876 0.02 0.00 -0.02
H -2.6559 -0.1509 0.3398 -0.01 -0.01 0.02
H -2.7344 1.5819 -0.0213 0.00 0.02 0.01
H -3.0743 0.9982 1.6150 0.05 0.03 0.05
H 0.1751 1.6797 -0.5215 0.21 -0.01 0.18
H -2.5730 3.2171 1.5860 0.00 0.01 -0.01
H -1.8945 5.3600 2.5332 0.00 0.01 0.00
H 0.4367 5.7265 3.2709 0.00 0.00 0.01
H 2.0891 3.8960 3.0501 0.01 0.00 0.00
H 1.4181 1.7383 2.1076 0.00 -0.01 0.01
```
Positions in Å, forces in eV/Å.